Record 1
ORCA calculation (ωB97M-V/def2-TZVPD) on 9 unconnected molecules or ions with the total composition C54H135N9 at a distorted geometry.

structure (SMILES)	CCN(CC)CC.CCN(CC)CC.CCN(CC)CC.CCN(CC)CC.CCN(CC)CC.CCN(CC)CC.CCN(CC)CC.CCN(CC)CC.CCN(CC)CC
LUMO level	0.56	eV
gap between HOMO and LUMO	0.31516	hartree

The geometry in XYZ format:
```
198
Properties=species:S:1:pos:R:3:mulliken_charge:R:1
C -8.0961 0.9596 2.7812 -0.564
C -7.6254 -0.2531 1.9994 -0.229
N -6.4039 -0.8207 2.4945 0.376
C -5.1966 -0.0740 2.2044 -1.301
C -4.7072 -0.2423 0.7568 -0.232
C -6.2961 -2.2269 2.5344 -0.898
C -6.7733 -3.0352 1.3255 -0.786
H -9.1053 1.2614 2.4674 0.487
H -7.4858 1.8428 2.5839 -0.497
H -8.1417 0.7771 3.8546 0.302
H -8.4689 -0.9553 2.0671 0.320
H -7.6454 0.0192 0.9194 0.170
H -5.4061 0.9721 2.4216 0.097
H -4.4032 -0.4387 2.8601 0.409
H -4.1540 -1.2057 0.6436 -0.134
H -5.4808 -0.4165 0.0006 0.388
H -3.9365 0.4276 0.3506 0.462
H -6.7624 -2.6878 3.4341 0.289
H -5.2434 -2.5008 2.7286 0.434
H -7.8599 -3.1174 1.3028 0.444
H -6.3653 -4.0450 1.4321 0.333
H -6.4389 -2.6254 0.3700 0.048
C -4.9215 -1.5748 -3.7753 -1.723
C -3.5530 -1.2649 -3.2071 0.715
N -2.5375 -0.9223 -4.1639 0.170
C -2.4011 0.4943 -4.3898 -0.132
C -3.6987 1.2799 -4.4195 -1.308
C -1.2669 -1.5504 -3.7776 0.652
C -0.0920 -1.2156 -4.6464 -0.962
H -5.4895 -0.6879 -4.0345 0.424
H -5.4888 -2.0796 -2.9766 0.309
H -4.8430 -2.2844 -4.5933 0.322
H -3.5887 -0.5141 -2.3858 0.311
H -3.1959 -2.1505 -2.6648 -0.558
H -1.6406 0.9640 -3.7222 0.151
H -1.9243 0.5917 -5.3811 0.407
H -3.4430 2.3410 -4.4635 0.464
H -4.3222 1.0122 -5.2597 0.284
H -4.2316 1.1636 -3.4753 0.260
H -1.4161 -2.6333 -3.7583 -0.347
H -1.0231 -1.2714 -2.7177 -0.087
H 0.0282 -0.1664 -4.8785 0.555
H -0.0506 -1.8026 -5.5693 0.273
H 0.8213 -1.5258 -4.1176 -0.129
C -4.6627 -7.1451 -1.8010 -1.217
C -4.7979 -5.6074 -1.8718 -0.726
N -3.5744 -4.8423 -1.6331 0.551
C -3.2064 -4.9650 -0.2289 -0.612
C -2.0706 -4.0145 0.2592 -0.867
C -2.4561 -5.2170 -2.4577 0.123
C -2.8215 -5.3930 -3.9272 -1.599
H -5.5643 -7.5745 -2.2725 0.416
H -4.7179 -7.5781 -0.7998 0.334
H -3.7966 -7.4999 -2.3537 0.256
H -5.1471 -5.3534 -2.8740 0.458
H -5.5335 -5.2674 -1.1452 0.412
H -4.0782 -4.7983 0.4005 0.340
H -2.8616 -6.0135 -0.0328 0.315
H -2.3979 -2.9984 0.0146 -0.144
H -2.0679 -4.1221 1.3527 0.504
H -1.0573 -4.2679 -0.0284 0.258
H -2.0380 -6.2043 -2.1439 0.415
H -1.7188 -4.4309 -2.2948 -0.304
H -3.6330 -6.1164 -4.0001 0.555
H -2.0110 -5.8534 -4.4922 0.397
H -3.0615 -4.4220 -4.3634 0.118
C 5.8948 3.6243 -0.4514 -0.278
C 7.1443 4.1009 0.2214 -0.991
N 8.2269 4.4726 -0.6776 0.396
C 7.9923 5.5710 -1.5149 -0.539
C 9.1798 6.4257 -1.6687 -1.324
C 8.9164 3.3994 -1.2980 0.263
C 9.6646 2.5375 -0.3190 -1.585
H 6.0517 2.6723 -0.9570 -0.143
H 5.5531 4.3686 -1.1680 0.342
H 5.0730 3.4340 0.2534 0.248
H 6.9280 4.9723 0.8386 0.378
H 7.5442 3.3165 0.8454 0.303
H 7.1950 6.1812 -1.0517 0.448
H 7.5207 5.3120 -2.4846 0.196
H 9.6175 6.6410 -0.6988 0.308
H 8.9620 7.3640 -2.1808 0.422
H 9.9338 5.9006 -2.2690 0.304
H 8.2069 2.7346 -1.8433 -0.402
H 9.6180 3.7759 -2.0387 0.537
H 10.4011 1.9267 -0.8340 0.437
H 10.2425 3.1975 0.3457 0.360
H 8.9948 1.9739 0.3223 0.318
C 2.4641 2.4494 6.0546 -1.259
C 3.9655 2.4074 5.9237 -0.556
N 4.5288 1.4799 6.8463 0.405
C 5.7877 0.9386 6.4302 -0.690
C 5.5801 -0.1408 5.3635 -1.177
C 4.5938 2.0429 8.1888 -0.749
C 4.2397 1.0478 9.2755 -1.208
H 2.0282 1.4953 5.7364 0.277
H 1.9818 3.2026 5.4302 0.336
H 2.1579 2.6047 7.0930 0.385
H 4.2440 2.2073 4.8769 0.412
H 4.3939 3.4429 6.0384 0.257
H 6.5331 1.7408 6.2500 0.372
H 6.1629 0.4138 7.3243 0.399
H 4.9351 -0.9022 5.8054 0.315
H 5.0987 0.2195 4.4528 0.269
H 6.5160 -0.6247 5.0784 0.404
H 3.9892 2.9478 8.2624 0.497
H 5.6376 2.3852 8.3764 0.401
H 4.7484 0.0932 9.1394 0.269
H 3.1659 0.8435 9.3472 0.273
H 4.5137 1.4576 10.2591 0.399
C -10.2676 5.7894 1.5350 -1.379
C -9.1009 4.8233 1.4914 -0.023
N -7.8204 5.4024 1.9195 0.054
C -7.7647 5.7158 3.3231 -0.645
C -7.4239 4.5544 4.3146 -0.877
C -6.6421 4.6881 1.3854 0.130
C -5.2964 5.3398 1.7473 -1.350
H -10.4704 6.2186 2.5247 0.321
H -11.1971 5.2809 1.2538 0.391
H -10.1360 6.6468 0.8682 0.327
H -9.3463 3.9285 2.1144 0.027
H -9.0142 4.4786 0.4567 0.410
H -7.1245 6.5846 3.5233 0.326
H -8.7665 6.0583 3.5874 0.297
H -7.5471 4.9648 5.3139 0.439
H -8.1492 3.7466 4.1881 0.172
H -6.4176 4.1910 4.1404 0.172
H -6.7121 4.6569 0.2953 0.523
H -6.6220 3.6421 1.7624 -0.302
H -5.2400 6.4109 1.5942 0.320
H -4.5532 4.8697 1.0813 0.379
H -4.9412 5.0849 2.7474 0.322
C 2.2550 -4.0195 -0.0307 -0.733
C 2.9796 -4.9053 -1.0116 -0.669
N 2.6939 -4.5331 -2.3393 0.581
C 1.3319 -4.9437 -2.6914 0.365
C 0.9633 -4.6791 -4.1359 -0.709
C 3.7187 -4.9953 -3.2746 -0.563
C 3.8450 -6.5257 -3.3212 -1.262
H 2.6631 -3.0061 -0.0809 0.188
H 2.2709 -4.3822 0.9996 0.506
H 1.1935 -3.9006 -0.2690 -0.338
H 4.0433 -4.8442 -0.7826 0.494
H 2.6457 -5.9485 -0.8434 0.318
H 1.0890 -5.9527 -2.2793 0.334
H 0.6455 -4.3066 -2.1132 -0.507
H 1.1307 -3.6214 -4.2541 0.124
H 1.4273 -5.3304 -4.8672 0.477
H -0.1009 -4.9376 -4.1315 -0.311
H 4.6774 -4.5502 -3.0048 0.211
H 3.4552 -4.6262 -4.2661 0.523
H 3.8077 -7.0060 -2.3416 0.238
H 4.7246 -6.8855 -3.8628 0.454
H 2.9826 -6.9526 -3.8605 0.240
C 2.8664 0.6824 -3.1369 -1.533
C 3.7742 -0.2713 -3.8570 -0.314
N 4.9275 -0.5990 -3.0940 0.395
C 5.6838 -1.7369 -3.6277 0.267
C 6.8304 -2.2412 -2.7265 -1.614
C 5.7101 0.5770 -2.7234 -0.605
C 6.2846 1.2779 -3.8787 -0.916
H 2.5750 0.1855 -2.2023 0.442
H 1.9204 0.8515 -3.6686 0.268
H 3.2298 1.6889 -2.9312 0.498
H 3.2282 -1.1925 -4.0956 0.272
H 4.0898 0.0915 -4.8697 0.193
H 6.1442 -1.4614 -4.6184 0.318
H 5.0081 -2.5735 -3.8251 -0.158
H 6.5873 -2.1405 -1.6680 0.332
H 7.7756 -1.7213 -2.9172 0.373
H 7.0446 -3.2812 -2.9887 0.468
H 5.0363 1.2159 -2.1552 0.106
H 6.4939 0.2757 -2.0271 0.391
H 7.0135 0.6076 -4.3668 0.227
H 5.5719 1.5055 -4.6711 0.314
H 6.8548 2.1636 -3.5942 0.288
C 1.6245 2.4228 2.4784 -1.528
C 1.1299 1.7270 1.2124 -0.292
N -0.1045 1.0119 1.4992 0.333
C -1.1769 1.8330 1.9324 -0.680
C -1.5876 2.9707 0.9928 -0.748
C -0.4981 0.2077 0.3440 0.456
C 0.2395 -1.1289 0.2425 -0.589
H 2.5842 2.9024 2.2880 0.436
H 1.6439 1.7229 3.3087 0.342
H 0.9220 3.2156 2.7548 0.293
H 0.9749 2.4871 0.4180 0.216
H 1.8620 1.0083 0.8479 0.504
H -2.0687 1.2391 2.1325 0.248
H -0.8780 2.2930 2.8782 0.439
H -0.7790 3.6856 0.7996 0.370
H -1.9748 2.6165 0.0304 0.261
H -2.3790 3.5817 1.4459 0.129
H -0.3821 0.7306 -0.6415 0.172
H -1.5892 0.0486 0.3556 -0.569
H 1.2019 -1.0665 -0.2866 -0.012
H -0.3494 -1.8174 -0.3770 -0.325
H 0.4663 -1.6082 1.1960 0.552
```

---

Record 2
ORCA calculation (ωB97M-V/def2-TZVPD) on 11 unconnected molecules or ions with the total composition C54H137N7O18 at a distorted geometry.

structure (SMILES)	COCCNCCOC.COCCNCCOC.COCCNCCOC.COCCNCCOC.COCCNCCOC.COCCNCCOC.COCCNCCOC.CC(C)O.CC(C)O.CC(C)O.CC(C)O
LUMO level	0.22	eV
gap between HOMO and LUMO	0.31133	hartree

The geometry in XYZ format:
```
216
Properties=species:S:1:pos:R:3:mulliken_charge:R:1
C 0.2788 3.8914 -12.7542 -0.717
O 0.2651 4.9322 -13.7738 -0.373
C -0.7550 4.7351 -14.7126 -0.881
C -0.5463 3.7163 -15.7804 -0.318
N 0.6617 4.0621 -16.5379 -0.424
C 1.3841 2.9016 -17.0942 -0.560
C 0.5795 2.2885 -18.2919 -0.436
O 0.8066 0.8894 -18.3985 -0.402
C 2.2073 0.4802 -18.4918 -0.719
H -0.5778 3.4682 -12.2296 0.310
H 0.8375 4.1525 -11.8555 0.287
H 0.7206 3.0632 -13.3084 0.252
H -0.8667 5.7692 -15.0387 0.366
H -1.7332 4.5455 -14.2706 0.472
H -1.4380 3.7473 -16.4065 0.300
H -0.5687 2.7550 -15.2671 0.311
H 1.2510 4.6089 -15.9264 0.285
H 1.4019 2.2258 -16.2391 0.287
H 2.3745 3.2696 -17.3621 0.439
H 0.8873 2.8458 -19.1767 0.318
H -0.4917 2.4896 -18.3026 0.339
H 2.7985 1.2678 -18.9589 0.324
H 2.2059 -0.4046 -19.1283 0.267
H 2.7066 0.3617 -17.5301 0.272
C 16.5068 -1.3711 -23.4083 -0.681
O 16.2123 -1.7913 -24.7409 -0.365
C 15.0412 -2.5767 -24.8815 -0.554
C 13.7071 -1.7545 -25.1123 -0.598
N 13.6759 -0.8569 -26.2963 -0.337
C 14.6758 0.1917 -26.2151 -0.150
C 14.3536 1.2760 -27.1967 -0.905
O 13.6271 2.2892 -26.5511 -0.277
C 12.8104 3.0490 -27.3525 -0.767
H 15.5950 -0.9941 -22.9449 0.294
H 17.2509 -0.5746 -23.4103 0.237
H 16.9086 -2.2389 -22.8852 0.290
H 14.9134 -3.2218 -24.0122 0.415
H 15.1794 -3.1568 -25.7939 0.321
H 13.4221 -1.2320 -24.1991 0.212
H 12.8410 -2.4138 -25.1687 0.488
H 12.8014 -0.6006 -26.7318 0.274
H 15.6673 -0.1859 -26.4648 0.230
H 14.8292 0.6887 -25.2571 0.177
H 13.9480 0.9793 -28.1640 0.460
H 15.2732 1.8097 -27.4365 0.374
H 11.8788 2.5582 -27.6340 0.297
H 13.2944 3.3517 -28.2810 0.335
H 12.5168 3.9561 -26.8242 0.228
C 9.3937 -5.1863 -33.8356 -0.814
O 8.2058 -4.9491 -34.6031 -0.295
C 8.0645 -5.9475 -35.7132 -0.568
C 6.6248 -6.5257 -35.4897 -0.580
N 6.4038 -7.7124 -36.3321 -0.299
C 5.1639 -8.3350 -35.8312 -0.647
C 4.2083 -8.6287 -37.0795 -0.521
O 5.0231 -8.9798 -38.1941 -0.342
C 4.3471 -9.4028 -39.2833 -0.742
H 9.6550 -4.3149 -33.2352 0.277
H 10.2872 -5.3040 -34.4487 0.323
H 9.4229 -6.1663 -33.3594 0.343
H 8.7712 -6.7770 -35.6900 0.397
H 8.1159 -5.5174 -36.7134 0.265
H 5.7991 -5.8453 -35.6979 0.358
H 6.4473 -6.7113 -34.4304 0.330
H 6.4425 -7.5801 -37.3326 0.279
H 4.6997 -7.7910 -35.0085 0.366
H 5.4317 -9.2233 -35.2591 0.315
H 3.5927 -7.7550 -37.2937 0.297
H 3.5185 -9.4620 -36.9463 0.419
H 3.4598 -10.0063 -39.0921 0.291
H 5.0401 -9.9621 -39.9118 0.236
H 4.0090 -8.4981 -39.7885 0.313
C -2.8322 -11.6977 -19.3431 -0.680
O -1.9888 -10.6388 -19.0664 -0.412
C -1.1690 -10.2481 -20.1519 -0.370
C -0.1842 -9.0434 -19.8631 -0.692
N 0.8535 -8.9407 -20.8774 -0.210
C 1.7394 -10.0675 -21.0175 -0.398
C 2.6037 -10.0514 -22.3331 -0.739
O 3.7670 -9.2464 -22.0982 -0.240
C 4.5406 -9.1788 -23.2803 -0.768
H -3.8915 -11.4409 -19.3407 0.246
H -2.8021 -12.5700 -18.6902 0.249
H -2.5429 -12.0225 -20.3425 0.334
H -1.6965 -10.1335 -21.0988 0.340
H -0.5272 -11.1172 -20.2963 0.318
H 0.2247 -9.0270 -18.8528 0.315
H -0.7451 -8.1089 -19.8476 0.360
H 1.2202 -8.0027 -20.9526 0.233
H 1.3172 -11.0687 -21.1038 0.267
H 2.4270 -10.0662 -20.1718 0.259
H 1.9101 -9.6831 -23.0889 0.364
H 2.8211 -11.0897 -22.5835 0.364
H 5.0542 -10.0822 -23.6090 0.309
H 5.4108 -8.5579 -23.0673 0.233
H 3.9987 -8.7386 -24.1174 0.317
C 5.9331 6.8416 -24.3641 -0.740
O 6.3822 7.7127 -23.3669 -0.324
C 5.7657 7.2838 -22.1149 -0.595
C 6.3593 8.0479 -20.9550 -0.488
N 7.7739 7.9821 -20.9969 -0.268
C 8.6387 8.9513 -20.2298 -0.682
C 8.0059 9.2389 -18.8297 -0.395
O 8.9427 10.1060 -18.1786 -0.342
C 8.6570 10.3721 -16.8083 -0.667
H 6.2962 5.8202 -24.2500 0.307
H 6.2086 7.2799 -25.3233 0.249
H 4.8453 6.7761 -24.3389 0.301
H 5.8137 6.2020 -21.9907 0.382
H 4.7187 7.5703 -22.2136 0.374
H 6.1137 7.6093 -19.9879 0.299
H 5.8954 9.0339 -20.9823 0.290
H 8.1366 8.1358 -21.9269 0.243
H 8.9735 9.8759 -20.6999 0.321
H 9.5865 8.4527 -20.0272 0.255
H 7.9694 8.3649 -18.1794 0.324
H 7.0111 9.6724 -18.9327 0.364
H 7.8358 11.0888 -16.7996 0.260
H 9.5191 10.7729 -16.2753 0.242
H 8.3757 9.4236 -16.3508 0.290
C -1.0256 -7.5449 -29.3760 -0.670
O -1.8522 -7.1508 -28.2495 -0.327
C -1.4550 -5.8990 -27.6624 -0.665
C -2.1619 -5.5797 -26.2969 -0.669
N -3.6071 -5.5763 -26.4061 -0.323
C -4.1768 -5.4745 -25.0891 -0.432
C -5.6829 -5.7115 -25.2750 -0.425
O -6.3471 -5.2776 -24.1034 -0.390
C -6.0683 -5.7808 -22.8082 -0.654
H -1.1165 -6.7483 -30.1144 0.294
H -1.3220 -8.5120 -29.7823 0.236
H 0.0222 -7.4881 -29.0812 0.280
H -1.5991 -5.2065 -28.4917 0.405
H -0.3873 -5.9473 -27.4482 0.386
H -1.6887 -4.6879 -25.8860 0.368
H -1.7343 -6.3176 -25.6181 0.336
H -3.8678 -6.3848 -26.9525 0.273
H -4.0158 -4.4966 -24.6353 0.275
H -3.7055 -6.1311 -24.3577 0.320
H -6.0822 -6.7062 -25.4732 0.316
H -6.1140 -5.0813 -26.0528 0.267
H -6.0946 -5.0632 -21.9882 0.258
H -5.0736 -6.2169 -22.7165 0.255
H -6.7345 -6.6227 -22.6199 0.284
C -0.8170 1.9701 -28.1544 -0.745
O -0.1789 1.5585 -29.3859 -0.318
C 0.0960 2.5410 -30.4018 -0.659
C -1.1716 3.0278 -31.1651 -0.268
N -0.7542 4.1570 -32.0128 -0.371
C -1.6753 4.5859 -33.0517 -0.746
C -0.8780 5.2848 -34.1961 -0.581
O -0.0635 4.3686 -34.8990 -0.350
C 0.5127 4.7961 -36.1859 -0.709
H -1.8162 2.4058 -28.1588 0.288
H -0.3160 2.7106 -27.5309 0.320
H -0.8809 1.0414 -27.5874 0.259
H 0.7992 2.0105 -31.0439 0.280
H 0.6567 3.3998 -30.0328 0.421
H -2.0049 3.2634 -30.5031 0.265
H -1.3583 2.1708 -31.8122 0.276
H 0.0780 4.1706 -32.5850 0.297
H -2.4177 5.2039 -32.5466 0.355
H -2.2769 3.7470 -33.4015 0.337
H -0.2300 6.0612 -33.7894 0.307
H -1.4905 5.6636 -35.0143 0.531
H 0.6342 5.8780 -36.1330 0.357
H -0.0186 4.4352 -37.0667 0.240
H 1.5481 4.4560 -36.2054 0.214
C 7.6231 2.1545 -34.2376 -1.249
C 6.7066 1.1666 -35.0398 0.539
C 5.3608 1.7426 -35.5405 -1.287
O 7.2852 0.6821 -36.2114 -0.556
H 8.2025 2.8731 -34.8173 0.333
H 8.4890 1.7762 -33.6942 0.401
H 6.9425 2.5683 -33.4935 0.297
H 6.4420 0.3233 -34.4019 0.194
H 4.4793 1.7518 -34.8995 0.345
H 4.9380 1.2759 -36.4302 0.374
H 5.5222 2.7751 -35.8504 0.302
H 8.0474 0.1638 -35.9430 0.306
C 6.9225 -1.3211 -25.4431 -1.267
C 6.9130 -2.3301 -26.6030 0.647
C 5.5559 -2.8841 -26.9246 -1.347
O 7.4245 -1.6262 -27.7451 -0.539
H 6.4221 -1.6707 -24.5401 0.353
H 6.4038 -0.4235 -25.7799 0.340
H 7.9633 -1.1862 -25.1491 0.298
H 7.5590 -3.1422 -26.2694 0.126
H 5.6112 -3.7411 -27.5959 0.392
H 4.8073 -2.1579 -27.2415 0.343
H 5.1597 -3.3729 -26.0345 0.346
H 7.2702 -2.1262 -28.5500 0.307
C 9.4764 2.4088 -19.7402 -1.429
C 10.9119 1.8602 -20.0693 0.693
C 11.7367 2.5594 -21.1349 -1.006
O 11.6337 1.8221 -18.8351 -0.568
H 8.8618 2.5954 -20.6208 0.361
H 9.6414 3.3881 -19.2910 0.383
H 8.9265 1.8187 -19.0070 0.368
H 10.8314 0.8216 -20.3901 0.137
H 12.2010 1.7359 -21.6775 0.175
H 12.5414 3.1361 -20.6789 0.302
H 11.2342 3.2358 -21.8263 0.294
H 11.0438 1.6652 -18.0942 0.290
C 8.2134 -7.1358 -18.5910 -1.284
C 7.8214 -5.7103 -18.6804 0.608
C 9.0085 -4.7570 -18.4217 -1.259
O 7.3929 -5.3092 -19.9282 -0.515
H 7.3378 -7.7417 -18.8239 0.355
H 8.3802 -7.4128 -17.5500 0.354
H 8.9702 -7.5073 -19.2819 0.334
H 7.0201 -5.4864 -17.9763 0.144
H 9.6433 -4.6181 -19.2968 0.316
H 9.4664 -5.0302 -17.4710 0.354
H 8.6512 -3.7739 -18.1155 0.332
H 6.8830 -5.9447 -20.4359 0.259
```

---

In the order shown, the computed HOMO level values come out to -8.013, -8.252 eV.